118
Properties=species:S:1:pos:R:3:forces:R:3 method="wB97M-V/def2-TZVPD" e_lumo_ha=0.1216 relative_energy_kj_mol=52.75 homo_ev=-0.80 charge=-2
Sn -1.2485 -0.5240 -0.3337 2.781 -0.679 0.561
Br 2.3556 -5.7360 2.9488 0.139 0.286 0.484
C 1.1641 -5.7963 1.4775 -1.909 -0.425 -0.332
Br -0.3520 -4.5406 1.3689 0.950 -0.060 0.249
H 0.6108 -6.7385 1.5086 0.628 0.084 -0.002
H 1.7390 -5.7041 0.5831 0.214 0.171 -0.460
Br -3.4398 -5.2907 -5.0741 -0.146 -0.395 0.512
C -3.4152 -4.3141 -3.4194 0.573 -0.490 0.656
C -4.5797 -3.7163 -2.9870 -0.192 -0.206 -0.929
Br -6.1728 -4.7288 -3.0001 -0.436 -0.273 -0.689
C -4.5727 -2.4960 -2.3310 1.854 -0.382 1.027
Br -6.2232 -1.5827 -2.1850 0.491 0.453 0.459
C -3.3111 -2.0904 -1.8062 0.150 0.401 -0.457
O -3.1188 -0.9890 -1.1566 -0.982 0.916 0.272
C -2.0544 -2.8427 -1.9926 -0.532 -2.369 -1.462
O -0.9415 -2.3961 -1.5277 -0.953 -1.185 -0.835
C -2.1824 -4.0643 -2.7587 -1.548 2.010 -0.073
Br -0.8647 -5.3630 -2.9156 1.034 -0.009 -0.051
F 2.5788 5.7244 -0.8721 0.924 0.629 0.527
C 1.8486 4.6429 -1.0971 -1.129 -1.309 0.555
C 1.5731 3.6840 -0.0969 -0.368 1.522 -1.296
F 1.9860 3.9203 1.1669 0.401 -0.590 -0.640
C 0.6847 2.6699 -0.4465 0.134 -1.271 1.295
F 0.5279 1.6411 0.4490 0.287 1.154 -0.493
C -0.0344 2.5843 -1.6314 1.201 1.983 -1.059
S -0.9901 1.3033 -2.1634 -1.339 -0.449 -0.902
C 0.1853 3.6701 -2.5581 0.271 -0.004 2.184
F -0.6785 3.9219 -3.5219 -0.124 -0.411 -1.145
C 1.1660 4.6132 -2.3128 0.493 -0.760 0.259
F 1.5765 5.5058 -3.2359 -0.587 0.262 -0.127
N 3.5540 -0.8903 2.0526 0.408 1.099 0.287
C 2.2046 -1.1608 1.9393 -1.177 -0.167 1.102
N 1.4211 -0.6146 2.8922 2.623 -0.505 -1.576
C 2.3358 0.1679 3.6122 0.237 -0.275 -1.202
C 2.0778 0.9921 4.6774 0.094 0.682 0.636
C 3.1037 1.7957 5.1597 0.293 0.219 -1.129
C 4.3063 1.9368 4.4595 -0.108 -2.331 -0.260
C 4.6764 0.9473 3.5216 -0.594 0.876 -0.110
C 3.6622 0.1130 3.0714 -0.885 -1.600 -0.299
H 4.3144 -1.2254 1.4209 -1.367 0.671 0.776
H 1.8123 -1.8053 1.1323 0.277 0.450 0.593
H 1.0721 1.1449 5.0366 -0.153 -0.459 0.285
H 3.0037 2.3592 6.0492 -0.579 0.871 0.564
H 4.9669 2.7461 4.6261 0.731 0.475 0.654
H 5.6817 0.9388 3.1266 -0.025 0.028 -0.329
C 4.2276 -5.2823 -4.9464 0.165 0.397 -1.116
C 3.8199 -4.0773 -5.8261 0.739 0.499 1.438
C 3.0215 -2.9715 -5.1132 -0.700 0.202 0.262
N 3.6494 -2.5519 -3.8697 2.361 0.054 0.834
C 3.3511 -1.5588 -3.0098 -0.265 -0.505 0.357
S 4.0233 -1.6120 -1.4659 -0.213 0.341 -0.689
N 2.3812 -0.5893 -3.3779 0.531 0.238 -1.064
C 2.4802 0.4611 -4.3309 -1.998 0.943 1.160
O 1.5918 1.3369 -4.3764 2.351 -2.314 -0.144
C 3.6737 0.5297 -5.2504 1.086 0.094 0.051
C 3.4631 1.1367 -6.4678 -0.298 0.918 -1.475
C 4.4624 1.4071 -7.4541 0.057 -1.473 1.368
C 5.7765 0.9300 -7.1875 -1.996 0.026 0.963
C 6.0142 0.3984 -5.8934 1.010 0.464 -0.138
C 5.0130 0.2308 -4.9308 -0.032 0.127 0.234
H 4.2693 -6.1537 -5.6230 -0.012 0.075 0.814
H 3.5303 -5.3574 -4.1566 -0.981 -0.820 0.792
H 5.1985 -5.1330 -4.4600 -0.040 -0.050 -0.312
H 3.3011 -4.3875 -6.7137 -0.277 -0.065 -0.343
H 4.7851 -3.6655 -6.0804 0.131 0.595 -0.789
H 2.0189 -3.2665 -4.7793 -0.047 -0.394 -0.618
H 2.8940 -2.1053 -5.7691 0.097 -0.114 -0.047
H 4.4795 -3.0856 -3.4990 -1.503 0.600 -0.707
H 1.5843 -0.5445 -2.7457 -0.002 0.453 0.090
H 2.4327 1.4661 -6.6194 0.317 0.005 -0.269
H 4.1328 1.8765 -8.3827 0.400 -0.148 0.236
H 6.5625 0.9274 -7.9240 0.146 0.333 -0.052
H 7.0923 0.2544 -5.6180 -1.224 -0.213 -0.159
H 5.2639 -0.0211 -3.8925 0.054 -0.182 -0.545
C -2.6423 4.5679 2.8793 -2.525 0.581 -0.777
C -1.5373 3.7065 3.3689 0.773 -1.625 0.130
C -1.6398 3.3110 4.8591 -0.240 0.806 -0.312
C -0.2100 4.2948 2.9369 -0.301 0.642 0.881
O -1.5909 2.5064 2.6162 -0.136 -0.647 -0.104
Si -2.5020 1.1454 2.6264 0.826 -1.972 -3.902
O -2.1166 0.3390 1.1842 -2.292 2.550 4.130
O -2.2225 0.2576 3.9486 0.570 0.043 0.979
C -2.4545 -1.0886 4.4103 -0.093 1.497 -0.125
C -3.8972 -1.0609 5.0071 1.473 0.723 -0.081
C -1.4174 -1.3031 5.5328 0.110 0.924 0.544
C -2.1928 -2.0364 3.2720 2.320 0.035 0.801
O -4.0947 1.4606 2.6566 -1.863 0.105 0.296
C -5.1864 1.4046 1.6441 1.837 2.636 1.832
C -5.3151 0.0699 1.0900 -0.144 -1.274 -1.185
C -4.7588 2.4497 0.6186 -1.185 -0.931 -1.812
C -6.4513 1.8990 2.3461 0.800 -0.723 0.768
H -2.8093 5.4862 3.4575 0.369 -0.031 -0.023
H -3.6634 4.0447 2.8737 1.542 0.434 0.085
H -2.4160 4.8453 1.8226 -0.308 -0.145 0.704
H -1.8231 4.2305 5.4234 -0.104 -0.103 0.250
H -0.7313 2.8470 5.2745 -0.333 -0.038 -0.453
H -2.5074 2.6338 4.9389 0.421 0.273 0.311
H -0.0085 5.2289 3.4442 0.105 0.407 0.328
H -0.2218 4.5139 1.8889 -0.171 -0.033 -0.622
H 0.5922 3.6191 3.1248 0.539 -0.585 0.230
H -3.8688 -0.2647 5.7610 -0.241 0.096 -0.292
H -4.1514 -1.9397 5.5521 -0.233 -1.074 0.144
H -4.6140 -0.8237 4.2337 -0.219 0.010 -0.115
H -1.6748 -0.6066 6.3523 0.021 -0.336 -0.149
H -0.3675 -1.0611 5.2918 -0.583 -0.014 -0.621
H -1.3846 -2.3059 5.9323 -0.368 -0.483 0.072
H -2.7408 -1.8951 2.3630 -0.541 0.149 -0.280
H -2.3263 -2.9980 3.7323 -0.144 -0.978 -0.334
H -1.0727 -1.9092 3.0514 -1.573 -0.274 -0.016
H -4.5121 -0.0647 0.2992 -0.904 -0.737 1.321
H -6.2857 0.0755 0.6000 -0.137 -0.187 -0.549
H -5.4710 -0.6759 1.9048 0.848 0.214 -0.666
H -3.7090 2.2736 0.3382 -0.402 0.097 -0.081
H -4.9054 3.4835 0.9610 0.017 -0.352 -0.078
H -5.4317 2.2150 -0.2864 1.077 0.835 0.888
H -6.7147 1.2293 3.1928 -0.042 0.334 -0.561
H -7.2617 2.0260 1.6475 -0.384 -0.191 -0.267
H -6.1935 2.8641 2.7344 -0.095 0.619 0.502

11
Properties=species:S:1:pos:R:3:forces:R:3 method="wB97M-V/def2-TZVPD" e_lumo_ha="-0.1693 / -0.3362" s2=8.756 homo_ev="-12.99 / -17.45" spin_multiplicity=6 charge=+1
C 0.7729 0.0335 -0.7842 3.824 1.228 -3.286
F -0.0367 0.2097 -1.8316 0.144 -1.012 0.926
F 1.7774 -0.9309 -1.0901 -3.016 1.515 1.215
Ir -0.4017 -2.2415 0.9887 0.076 -0.481 0.003
O 0.1205 -0.1919 0.3781 0.108 -1.346 0.197
H -0.0955 -2.2270 -0.7953 -0.305 -0.402 0.029
C -0.7459 0.8637 0.8561 -0.644 1.189 0.476
H -1.4090 1.2200 0.0591 0.255 -0.243 0.126
H -1.3297 0.4141 1.6651 0.116 0.134 -0.105
H -0.1209 1.6762 1.2396 -0.148 -0.247 -0.081
F 1.4687 1.1741 -0.6854 -0.412 -0.335 0.500

Please write out number 2 again, unchanged.
11
Properties=species:S:1:pos:R:3:forces:R:3 method="wB97M-V/def2-TZVPD" e_lumo_ha="-0.1693 / -0.3362" s2=8.756 homo_ev="-12.99 / -17.45" spin_multiplicity=6 charge=+1
C 0.7729 0.0335 -0.7842 3.824 1.228 -3.286
F -0.0367 0.2097 -1.8316 0.144 -1.012 0.926
F 1.7774 -0.9309 -1.0901 -3.016 1.515 1.215
Ir -0.4017 -2.2415 0.9887 0.076 -0.481 0.003
O 0.1205 -0.1919 0.3781 0.108 -1.346 0.197
H -0.0955 -2.2270 -0.7953 -0.305 -0.402 0.029
C -0.7459 0.8637 0.8561 -0.644 1.189 0.476
H -1.4090 1.2200 0.0591 0.255 -0.243 0.126
H -1.3297 0.4141 1.6651 0.116 0.134 -0.105
H -0.1209 1.6762 1.2396 -0.148 -0.247 -0.081
F 1.4687 1.1741 -0.6854 -0.412 -0.335 0.500